# 1
A gas-phase ion, C7H8N3O2 (charge +1), computed with ωB97M-V/def2-TZVPD.

```
20
Properties=species:S:1:pos:R:3:forces:R:3:nbo_charge:R:1
C -3.4644 -0.5897 1.8365 0.0 0.0 1.2 -0.4776
N -2.0304 -0.5632 1.4196 -3.4 -0.3 0.7 0.1241
O -1.3285 -1.5541 0.8202 1.9 1.2 -0.3 -0.1399
N -0.2476 -0.3475 0.7164 1.1 -2.7 -0.4 0.0730
C 0.7483 -0.1824 -0.2689 -1.6 1.9 -0.4 0.0232
C 0.5278 0.8753 -1.2000 2.2 -1.8 -0.3 -0.1533
C 1.6750 1.1835 -1.9786 -4.6 1.7 -0.7 -0.1878
C 2.8369 0.5164 -1.8651 1.5 1.8 -1.9 -0.1473
C 2.9949 -0.4397 -0.9388 1.5 -2.7 1.9 -0.1920
C 1.9673 -0.8330 -0.1237 -0.8 -0.3 1.3 -0.1495
N -1.2689 0.4243 1.0854 -1.2 1.1 0.6 0.4727
O -1.4410 1.6050 1.2093 0.6 -0.3 -0.2 -0.2877
H -4.2174 -0.4200 1.0739 0.5 -0.5 -0.8 0.2557
H -3.7035 -1.4680 2.4849 0.7 0.3 -1.0 0.2791
H -3.6418 0.2381 2.5110 0.6 0.4 0.2 0.2670
H -0.4425 1.2910 -1.4113 0.0 0.3 0.3 0.2419
H 1.4360 1.9315 -2.7740 0.9 -0.6 0.7 0.2444
H 3.5974 0.8962 -2.5552 0.2 -0.7 0.5 0.2513
H 3.9277 -0.9709 -0.7223 -0.1 0.4 -0.6 0.2490
H 2.0747 -1.5928 0.6805 0.1 0.6 -0.8 0.2535
```
Forces are in eV/Å.

Its energy above the lowest of the compared OMol25 structures with the same formula, charge and spin is 5.818 eV. The structure (SMILES) is Cn1on(-c2ccccc2)[n+]1=O. The HOMO energy is -13.8 eV. The net charge is +1. The multiplicity is 1.

# 2
4 unconnected molecules or ions with the total composition C31H29BrClO17PS, computed with ωB97M-V/def2-TZVPD.

```
81
Properties=species:S:1:pos:R:3:forces:R:3:mulliken_charge:R:1
C 6.0106 -1.7727 -0.1577 0.3 0.3 -0.5 -1.0265
C 5.5018 -0.3066 -0.2096 -0.4 -1.2 0.7 -0.3277
O 4.1045 -0.3692 0.1252 -0.2 0.7 -0.4 -0.2066
C 3.4533 0.8625 -0.1714 -0.2 0.3 0.5 -0.3218
C 2.5014 1.2315 1.0023 1.7 -0.2 0.6 -0.0951
O 1.4618 2.1407 0.6133 0.1 -1.1 -0.2 -0.4880
C 0.3862 1.5713 0.0224 0.0 0.0 0.5 0.1784
C 0.0027 1.9073 -1.2014 -1.0 -0.3 -1.6 0.3707
S 1.0772 2.7444 -2.3506 0.2 0.4 0.3 -0.1806
C -1.4293 1.5905 -1.6021 0.1 -0.6 1.2 0.3383
O -1.7973 1.7851 -2.7177 -0.3 0.4 -1.3 -0.8858
C -2.4586 1.1174 -0.5417 0.2 0.1 0.7 0.6536
C -3.9383 1.0191 -0.8584 0.5 0.2 -1.1 -0.8878
C -4.3245 -0.2372 -1.7293 -0.9 -0.2 0.4 0.2754
C -5.0899 -1.3354 -0.9617 0.3 0.0 -0.5 -1.3029
Cl -2.9355 -1.0392 -2.5560 -0.2 0.2 0.1 -0.1731
C -1.9800 0.8397 0.6818 0.6 -1.3 0.1 0.4841
P -2.9861 0.8645 2.2458 0.2 1.5 0.6 -0.2939
O -1.8746 0.5597 3.4423 -1.0 -0.8 -1.7 -0.3018
Br -4.4534 -0.8241 2.3559 0.5 -0.3 0.0 -0.1925
C -0.4860 0.5279 0.6931 -0.9 2.4 -0.1 0.3360
O -0.0609 -0.5051 1.1158 0.3 -1.1 0.8 -0.4133
H 6.2851 -2.1397 -1.1593 -0.1 0.2 0.3 0.3030
H 5.2169 -2.4422 0.2044 0.3 0.4 0.1 0.2140
H 6.9140 -1.8554 0.4660 -0.4 -0.1 -0.1 0.2960
H 5.9833 0.2965 0.5827 0.1 0.0 -0.6 0.3309
H 5.6317 0.1328 -1.2110 0.1 0.0 0.4 0.3458
H 4.2300 1.6463 -0.2380 -0.5 -0.1 -0.2 0.4021
H 2.8820 0.8258 -1.1115 0.3 -0.2 0.1 0.1044
H 2.1583 0.3229 1.5166 -0.3 0.3 -0.4 -0.0655
H 3.1255 1.7733 1.7320 -0.5 -0.1 -0.1 0.3614
H 0.8139 2.1911 -3.5638 -0.6 -0.2 0.7 0.1965
H -4.2010 1.8950 -1.4624 0.0 -0.2 0.2 -0.2348
H -4.5776 1.0563 0.0362 0.5 -0.2 -0.1 0.6157
H -5.0186 0.1219 -2.5029 0.6 -0.1 0.0 0.4373
H -5.9634 -0.8818 -0.4700 0.4 -0.2 0.1 0.3458
H -4.4236 -1.8609 -0.2675 -0.3 0.3 0.0 0.2018
H -5.4555 -2.0969 -1.6705 0.1 0.4 0.1 0.4049
H -1.5803 -0.3529 3.2689 0.5 0.2 0.6 0.2879
O 1.0058 -3.1203 2.7712 0.0 0.5 0.3 -0.3636
C 1.4465 -2.8996 3.8821 0.1 -0.6 -0.1 0.8598
C 2.1390 -3.9270 4.6594 -0.1 0.2 -0.1 -1.2316
C 2.5909 -3.6608 5.8882 0.1 -0.6 -0.2 0.4178
O 3.2293 -4.5782 6.6233 -0.1 0.5 0.2 -0.5817
C 2.4067 -2.3176 6.5162 -0.2 0.6 0.0 1.0006
O 2.8212 -2.1341 7.6457 0.1 -0.3 0.0 -0.6162
C 1.7388 -1.2809 5.7384 0.1 -0.1 0.2 -0.6446
C 1.2878 -1.5377 4.5043 -0.1 0.5 0.1 0.2155
O 0.6792 -0.5820 3.7853 0.2 -0.7 -0.1 -0.4636
H 2.2632 -4.8968 4.1982 0.0 0.0 0.0 0.4553
H 3.4477 -4.1353 7.4658 0.0 -0.1 0.0 0.3475
H 1.6298 -0.3089 6.1992 0.0 0.0 0.0 0.4706
H 0.4387 -0.9545 2.9125 0.2 -0.1 0.0 0.1027
O -1.7270 4.8174 -3.1524 -0.2 -0.2 0.0 -0.4904
C -2.7667 5.4267 -2.9991 0.3 0.5 0.0 0.9391
C -2.8242 6.8822 -2.8932 0.1 -0.2 0.0 -1.1517
C -3.9953 7.5008 -2.7082 0.5 0.4 0.0 0.3954
O -4.0860 8.8308 -2.6090 -0.4 -0.4 0.0 -0.5758
C -5.2778 6.7368 -2.6001 -0.3 -0.6 0.0 0.9672
O -6.3132 7.3486 -2.4136 0.2 0.3 0.0 -0.6149
C -5.2258 5.2850 -2.7291 -0.1 0.3 0.1 -0.7904
C -4.0553 4.6626 -2.9179 -0.5 -0.5 0.0 0.4345
O -3.9777 3.3328 -3.0412 0.5 0.8 -0.2 -0.5783
H -1.8917 7.4234 -2.9704 0.0 0.0 0.0 0.4363
H -5.0349 9.0214 -2.4780 0.0 0.1 0.0 0.3518
H -6.1616 4.7469 -2.6667 0.0 0.0 0.0 0.4464
H -3.0251 3.1102 -3.1676 -0.3 -0.2 0.0 0.2058
O 3.5150 -5.0525 -3.7065 -0.1 -0.3 0.1 -0.6345
C 2.7693 -4.6605 -2.8268 0.1 0.6 -0.1 1.0290
C 2.5116 -3.2478 -2.5754 0.2 -0.2 -0.2 -0.8186
C 1.6943 -2.8788 -1.5819 0.3 0.5 -0.4 0.1455
O 1.4272 -1.6018 -1.3178 -0.3 -0.3 0.2 -0.1809
C 1.0240 -3.8832 -0.7004 -0.2 -0.6 0.2 1.0556
O 0.3080 -3.4835 0.1949 -0.1 0.2 -0.3 -0.5166
C 1.2628 -5.2999 -0.9674 -0.1 0.2 0.1 -1.1604
C 2.0770 -5.6691 -1.9617 -0.2 -0.5 0.3 0.3149
O 2.3202 -6.9559 -2.2394 0.2 0.4 -0.3 -0.5853
H 3.0027 -2.5294 -3.2171 0.0 0.0 0.0 0.4897
H 0.8171 -1.6158 -0.5508 0.1 0.1 0.1 0.0101
H 0.7594 -6.0181 -0.3352 0.0 0.0 0.0 0.4736
H 2.9379 -6.9494 -2.9956 0.0 0.0 0.0 0.3488
```
Forces are in eV/Å.

The structure (SMILES) is CCOCCOC1=C(S)C(=O)C(C[C@H](C)Cl)=C(P(O)Br)C1=O.O=C1C=C(O)C(=O)C=C1O.O=C1C=C(O)C(=O)C=C1O.O=C1C=C(O)C(=O)C=C1O. The HOMO energy is -9.2 eV. The multiplicity is 1.

# 3
A molecular structure, C25H42Cl3N4O3SiZn, computed with ωB97M-V/def2-TZVPD.

```
79
Properties=species:S:1:pos:R:3:forces:R:3:mulliken_charge:R:1
C 2.5354 -3.0254 -3.5350 0.0 -0.2 0.0 -1.5139
C 2.0362 -1.6010 -3.6970 0.7 1.3 1.4 1.1810
H 3.3919 -3.1867 -4.2025 -0.2 -0.1 0.2 0.3231
H 1.7322 -3.7432 -3.7898 0.3 0.2 0.1 0.2398
H 2.8668 -3.1992 -2.4957 -0.2 -0.1 -0.4 0.2995
C 2.2979 -0.8564 -4.8574 0.5 0.6 0.3 -0.6081
C 2.4372 -1.5091 -6.1615 0.2 -0.2 -0.3 -1.6593
H 2.3073 0.2217 -4.7992 -0.2 0.1 0.0 0.4254
H 1.8567 -2.4398 -6.2168 0.0 -0.1 -0.3 0.3156
H 3.4724 -1.7624 -6.4096 0.4 -0.3 -0.5 0.3415
H 2.0837 -0.8297 -6.9396 -0.1 -0.1 -0.3 0.4127
Zn -0.3435 -1.9471 1.7391 0.1 1.1 0.8 0.7565
Cl 1.9194 -2.0679 2.0221 -0.2 -0.3 0.3 -0.6763
Cl -2.6329 -2.3408 2.0603 0.3 -0.1 0.1 -0.6168
H -2.9772 0.5961 4.8829 0.1 0.0 0.0 0.3284
H -1.4662 -1.1915 6.6187 -0.1 -0.3 -0.1 0.3306
C -2.7300 -0.1997 4.1731 0.0 -0.1 0.0 -1.0811
C -1.4487 -1.7406 5.6636 0.3 0.3 0.5 -0.9845
N -1.4557 -0.8075 4.5505 0.3 0.2 0.1 0.2969
H -2.6547 0.2017 3.1625 0.0 -0.1 0.2 0.2974
C -0.3206 -0.5411 3.8914 -0.7 0.3 -1.5 0.0761
O -0.3118 -0.0605 2.7201 0.0 -0.4 2.0 -0.8869
H -0.5291 -2.3453 5.6237 -0.4 0.2 0.1 0.3557
H 0.6152 -0.8479 4.3885 -0.2 0.0 -0.1 0.5540
H -3.5058 -0.9673 4.1959 0.1 0.2 -0.1 0.3733
H -2.3265 -2.4038 5.6168 0.4 0.2 -0.2 0.2948
H -1.6332 -1.9072 -3.8331 -0.1 0.1 0.3 0.2602
H -0.5438 -0.1123 -5.3037 0.0 0.1 0.1 0.2856
C -2.4116 -1.2179 -3.4823 0.4 -0.1 -0.1 -0.9137
C -1.5180 0.3731 -5.1598 0.0 -0.1 0.2 -0.9974
N -1.9919 0.1354 -3.8029 -0.8 0.8 0.1 0.3861
H -2.5512 -1.3137 -2.4016 0.1 0.0 -0.3 0.1767
C -2.3174 1.1812 -2.9804 0.1 -1.0 0.2 0.1560
O -2.6918 1.0662 -1.8135 0.0 0.2 -1.1 -0.6400
H -1.4057 1.4533 -5.3062 0.0 -0.2 -0.1 0.2712
H -2.1855 2.1660 -3.4852 0.1 -0.3 0.3 0.2866
H -3.3494 -1.4592 -4.0089 0.1 0.1 0.1 0.3183
H -2.2182 -0.0327 -5.9027 0.0 0.1 0.1 0.3437
O 0.7373 -1.4240 -3.1181 -1.7 -0.2 1.8 -0.2528
C 1.7675 -0.8440 -2.2971 -0.2 -0.5 -1.7 -1.6387
C 0.9864 1.5499 -2.8749 0.1 -0.3 0.3 1.0278
C 1.8395 0.6323 -2.2079 0.5 0.8 0.0 0.4065
H 0.0841 1.1764 -3.3822 0.9 0.1 0.2 0.1916
C 1.2507 2.9235 -2.8377 0.2 -0.2 0.2 -0.7939
H 1.9697 -1.3940 -1.3649 0.0 0.3 -0.3 0.7203
C 2.9217 1.1799 -1.4698 -0.4 -0.5 -0.5 -0.7433
H 0.5819 3.6326 -3.3383 0.2 -0.3 0.1 0.3358
C 2.3706 3.4222 -2.1601 0.0 -0.1 0.0 -0.5298
C 3.1990 2.5405 -1.4664 -0.2 -0.2 0.0 -0.5173
H 3.5483 0.4766 -0.9120 -0.1 0.3 -0.2 0.3911
H 2.6072 4.4867 -2.1739 -0.2 -0.2 0.0 0.3377
H 4.0560 2.9028 -0.8963 -0.2 0.0 -0.2 0.3406
Si -0.8587 -4.5492 0.3149 -0.3 0.8 1.1 0.5386
Cl -0.4471 -2.3515 -0.4077 -0.2 -2.3 -1.3 0.3829
C -2.6449 -4.8956 -0.0815 0.0 0.0 -0.2 -1.0837
C -0.4966 -4.6751 2.2144 -0.4 0.0 -0.3 -1.1785
C 0.1290 -5.9378 -0.4380 0.2 0.4 -0.4 -1.1152
H -3.2181 -3.9830 -0.2835 0.1 -0.3 0.1 0.2810
H -3.0976 -5.4274 0.7706 0.1 0.3 -0.2 0.3257
H -2.6600 -5.5761 -0.9446 -0.2 0.3 0.1 0.3607
H -0.3849 -6.2414 -1.3633 0.5 0.1 0.2 0.2991
H 0.0732 -6.7738 0.2832 0.0 0.4 -0.3 0.3474
H 1.1800 -5.6689 -0.6148 -0.3 -0.3 -0.1 0.3032
H 0.3489 -4.0921 2.6070 -0.1 -0.3 -0.2 0.3519
H -0.2420 -5.7317 2.2996 0.3 -0.1 0.1 0.4407
H -1.3779 -4.5210 2.8619 0.3 0.1 -0.6 0.3554
N 0.5646 5.6551 1.7667 0.0 1.6 0.4 -0.5064
C 0.4911 4.3583 1.3823 0.0 -1.4 -0.7 1.0542
C -0.5359 3.9189 0.5112 0.5 -0.2 0.4 -0.6243
C -0.5323 2.5847 0.0980 0.4 0.6 0.2 -0.5730
N 0.4213 1.7232 0.4514 -0.5 -0.6 0.5 0.2196
C 1.3408 2.0967 1.3417 -0.2 0.9 -0.4 -0.4444
C 1.4520 3.4089 1.8113 -0.6 -0.2 -0.3 -0.7968
H -0.1345 6.3300 1.4771 0.3 -0.5 0.1 0.1700
H 1.2792 5.9859 2.4000 -0.3 -0.3 -0.3 0.1700
H -1.2960 4.6075 0.1386 0.2 -0.1 0.2 0.3170
H -1.3343 2.2076 -0.5447 0.4 0.1 0.1 0.3051
H 2.0358 1.3219 1.6691 -0.1 0.2 -0.1 0.4079
H 2.2706 3.6893 2.4724 -0.2 0.0 0.0 0.3077
```
Forces are in eV/Å.

Its energy above the lowest of the compared OMol25 structures with the same formula, charge and spin is 5.997 eV. The HOMO energy (spin up / spin down) is -0.9 / -0.9 eV. The net charge is -1. The multiplicity is 1.

# 4
5 unconnected molecules or ions with the total composition H10O5, computed with ωB97M-V/def2-TZVPD.

```
15
Properties=species:S:1:pos:R:3:forces:R:3:nbo_charge:R:1
O 27.9799 0.3348 -5.7670 0.1 0.1 0.2 -0.9402
H 27.1079 0.0170 -6.0011 -0.3 -0.1 0.0 0.4711
H 28.5150 0.1596 -6.5411 0.2 0.0 -0.2 0.4693
O 33.8047 -0.3385 -1.0101 -0.2 -0.1 0.0 -0.9398
H 34.6709 -0.7342 -1.1065 0.2 -0.1 0.0 0.4699
H 33.9183 0.5637 -1.3089 0.0 0.3 -0.1 0.4702
O 29.3841 0.8027 -1.5096 -0.1 0.1 0.2 -0.9387
H 30.3333 0.6789 -1.5130 0.2 -0.1 0.1 0.4666
H 29.1246 0.6935 -2.4244 -0.1 0.0 -0.3 0.4718
O 31.8354 -4.2468 -1.8526 -0.2 -0.1 -0.1 -0.9369
H 32.6957 -4.6289 -1.6792 0.2 -0.1 0.0 0.4652
H 31.9544 -3.3091 -1.7016 0.0 0.3 0.1 0.4717
O 24.3430 -2.0458 -3.1761 -0.2 0.1 -0.1 -0.9362
H 24.7198 -2.8762 -3.4669 0.1 -0.2 -0.1 0.4670
H 25.0947 -1.5306 -2.8833 0.2 0.2 0.1 0.4691
```
Forces are in eV/Å.

Its energy above the lowest of the compared OMol25 structures with the same formula, charge and spin is 1.399 eV. The structure (SMILES) is O.O.O.O.O. The HOMO energy is -11.4 eV. The multiplicity is 1.

no.,energy (a.u.)
1,-585.731045
2,-6251.448602
3,-4872.005643
4,-382.172743